Density functional theory data (ωB97M-V/def2-TZVPD) for a cluster of 2 separate species, C4H15N2O in total at a distorted geometry.

Last columns: bonded neighbours and bond lengths (Å).
CARTESIAN COORDINATES (ANGSTROEM)
1 C -0.87189 0.60830 -1.15348  N2 1.478, C4 1.502, H7 1.150, H8 1.126
2 N -1.25901 -0.69766 -0.58052  C1 1.478, C3 1.456, H9 1.081
3 C -2.59148 -1.16369 -0.93655  N2 1.456, H10 1.098, H11 1.113, H12 1.063
4 C 0.57096 0.78590 -0.77616  C1 1.502, N5 1.510, H13 1.112, H14 1.158
5 N 0.74146 0.60820 0.71346  C4 1.510, C6 1.526, H15 0.993, H16 1.018
6 C 1.18094 1.91641 1.36438  N5 1.526, H17 1.178, H18 1.137, H19 1.229
7 H -1.05407 0.73442 -2.28201  C1 1.150
8 H -1.45239 1.49812 -0.78112  C1 1.126
9 H -0.56756 -1.44723 -0.93799  N2 1.081
10 H -3.08779 -1.33768 0.02685  C3 1.098
11 H -3.34182 -0.45231 -1.34813  C3 1.113
12 H -2.45018 -2.09107 -1.43633  C3 1.063
13 H 1.03908 -0.06739 -1.31340  C4 1.112
14 H 0.86744 1.83346 -1.17005  C4 1.158
15 H 1.41350 -0.05713 1.01543  N5 0.993
16 H -0.19031 0.31815 1.00359  N5 1.018
17 H 0.81119 1.89538 2.48243  C6 1.178
18 H 2.28489 2.18470 1.40960  C6 1.137
19 H 0.61456 2.92496 0.94796  C6 1.229
20 H 1.79442 -1.93479 0.13073  O22 1.001
21 H 2.51050 -2.24235 1.42058  O22 0.887
22 O 1.83753 -1.75181 1.11402  H20 1.001, H21 0.887

As for the relative energy (zero: lowest compared OMol25 entry of this formula, charge and spin): 64.9 kcal/mol. As for the net charge: +1. The HOMO energy comes out at -0.4798 Ha. Its energy is -9410.8491 eV. The value obtained for the frontier orbital gap is 10.055 eV.